(1)
Density functional theory data (ωB97M-V/def2-TZVPD) for C14H5AgCl5NO6 as an isolated structure.

The relative energy (zero: lowest compared OMol25 entry of this formula, charge and spin) comes out at 16.1 kcal/mol. The total energy is -3490.709236 Eh. The calculation puts the LUMO energy at 0.147 Eh. The value obtained for the HOMO energy is -0.82 eV. The maximum force is 0.824 eV Å⁻¹.

```
! wB97M-V def2-TZVPD RIJCOSX def2/J DEFGRID3
* xyz -2 1
Ag -0.9733 -0.2672 0.3371
O 2.5876 4.5206 2.7726
C 1.9306 3.5954 2.3226
C 2.2936 2.7351 1.1419
O 3.3271 2.8188 0.4860
C 1.1547 1.8257 0.9170
C 0.1469 2.0553 1.9328
O -0.9567 1.4585 1.9919
C 0.5938 3.1328 2.8331
O -0.0108 3.5993 3.7921
O 1.0221 1.0028 -0.0252
Cl 1.3655 -7.3540 -1.4349
C 0.7765 -5.9010 -0.6789
C 0.3066 -4.8340 -1.4430
Cl 0.3393 -4.9561 -3.1819
C -0.1893 -3.6879 -0.8489
Cl -0.7752 -2.3802 -1.8175
C -0.2720 -3.5163 0.5745
O -0.7547 -2.5090 1.1441
C 0.2449 -4.6344 1.3154
Cl 0.1973 -4.4819 3.0384
C 0.7352 -5.7759 0.7102
Cl 1.3161 -7.0945 1.6922
C -1.9652 4.3266 -2.3058
C -1.0700 3.2009 -1.7976
C -1.7797 1.9351 -1.5853
N -2.1629 0.9015 -1.2690
H -1.3697 5.2180 -2.4984
H -2.7264 4.5780 -1.5680
H -2.4699 4.0462 -3.2309
H -0.6154 3.4445 -0.8353
H -0.2466 2.9975 -2.4811
*
```


(2)
Density functional theory data (ωB97M-V/def2-TZVPD) for an isolated molecule of C3H9N3S in a non-equilibrium geometry.

The relative energy (zero: lowest compared OMol25 entry of this formula, charge and spin) comes out at 62.8 kcal/mol. The total energy is -682.065736 Eh. The calculation puts the LUMO energy at 0.026 Eh. Its SMILES is CN/N=C\NSC. The value obtained for the HOMO energy is -8.04 eV. The maximum force is 3.458 eV Å⁻¹.

```
! wB97M-V def2-TZVPD RIJCOSX def2/J DEFGRID3
* xyz 0 1
C -2.9147 -0.8108 0.0925
N -1.6499 -0.2380 -0.4147
N -1.3694 0.8212 0.3532
C -0.2153 1.3890 0.3432
N 0.9963 1.1322 -0.3864
S 1.4706 -0.4830 -0.6852
C 2.0103 -0.8601 1.0534
H -3.3945 -1.4796 -0.6220
H -2.8257 -1.4185 1.0576
H -3.6397 0.1073 0.1418
H -0.8267 -0.9676 -0.4188
H -0.1246 2.1991 0.9878
H 1.7843 1.6836 -0.1266
H 2.7589 0.0032 1.1706
H 1.1100 -0.8693 1.8018
H 2.5065 -1.8480 1.1716
*
```


(3)
Density functional theory data (ωB97M-V/def2-TZVPD) for a 7-piece molecular cluster, H14O7 overall.

The relative energy (zero: lowest compared OMol25 entry of this formula, charge and spin) comes out at 36.1 kcal/mol. The total energy is -535.066389 Eh. The calculation puts the LUMO energy at -0.005 Eh. Its SMILES is O.O.O.O.O.O.O. The value obtained for the HOMO energy is -10.78 eV. The maximum force is 0.580 eV Å⁻¹.

```
! wB97M-V def2-TZVPD RIJCOSX def2/J DEFGRID3
* xyz 0 1
O -0.9882 -1.7405 -1.0738
H -0.0514 -1.8341 -1.3437
H -1.3673 -1.0955 -1.6823
O 1.7889 -1.6246 -1.7169
H 1.7480 -1.3478 -2.6414
H 2.7240 -1.5590 -1.4824
O -3.0634 0.4171 2.5455
H -2.6482 0.9189 1.8306
H -2.6526 -0.4541 2.5097
O -2.5197 2.4318 0.3020
H -3.1006 3.1832 0.4695
H -2.3520 2.4599 -0.6473
O 2.5889 2.4458 0.3291
H 2.5848 2.8714 -0.5332
H 1.9020 1.7471 0.2693
O 0.3854 0.7296 0.0764
H 0.1104 -0.1794 -0.1268
H -0.4232 1.1780 0.3570
O 1.8667 -2.8771 1.2339
H 1.6435 -3.5923 0.6272
H 1.8242 -2.0784 0.6977
*
```


(4)
Density functional theory data (ωB97M-V/def2-TZVPD) for a 10-piece molecular cluster, C10H40N20O10 overall in a non-equilibrium geometry.

The relative energy (zero: lowest compared OMol25 entry of this formula, charge and spin) comes out at 225.2 kcal/mol. The total energy is -2252.660098 Eh. The calculation puts the LUMO energy at -0.007 Eh. Its SMILES is NC(N)=O.NC(N)=O.NC(N)=O.NC(N)=O.NC(N)=O.NC(N)=O.NC(N)=O.NC(N)=O.NC(N)=O.NC(N)=O. The value obtained for the HOMO energy is -9.40 eV. The maximum force is 9.395 eV Å⁻¹.

```
! wB97M-V def2-TZVPD RIJCOSX def2/J DEFGRID3
* xyz 0 1
N 4.6729 0.7268 3.8433
C 5.8030 1.3060 4.3056
N 6.3218 0.5883 5.1608
O 6.1345 2.4906 4.1856
H 4.4180 -0.1698 4.2323
H 4.2838 1.1634 3.0198
H 7.1286 0.9720 5.6319
H 5.9246 -0.3289 5.3057
N 1.5255 -1.6743 -4.3788
C 1.1187 -1.0142 -5.3818
N 2.1052 -0.8065 -6.2479
O -0.0486 -0.7810 -5.5486
H 2.5153 -1.6264 -4.1839
H 0.8798 -2.1027 -3.7310
H 2.0024 -0.6523 -7.2407
H 2.9902 -0.5848 -5.8145
N -1.2896 0.5425 -0.0846
C -0.3931 -0.0747 0.6084
N -0.1006 0.4953 1.7222
O 0.0878 -1.1622 0.2618
H -1.3995 -0.0122 -0.9215
H -1.9503 1.2804 0.1132
H 0.4889 0.0483 2.4098
H -0.6176 1.3297 1.9604
N -4.8896 5.3085 -1.7669
C -5.3190 4.6532 -0.7520
N -6.5050 4.2914 -0.9823
O -4.6127 4.6532 0.2399
H -3.8935 5.4670 -1.7132
H -5.4112 5.4489 -2.6204
H -6.9732 4.5265 -1.8458
H -6.9587 3.6169 -0.3829
N 3.3290 -5.9116 -1.7300
C 3.0110 -6.7098 -2.6675
N 1.9918 -6.3618 -3.2881
O 3.6997 -7.7061 -3.0375
H 2.7429 -5.1262 -1.4858
H 3.9498 -6.3726 -1.0803
H 1.6371 -6.8630 -4.0900
H 1.8343 -5.3679 -3.3745
N 2.4972 -6.5627 4.4397
C 1.6598 -5.9479 3.5971
N 1.8697 -4.6786 3.2816
O 0.6720 -6.4890 3.2493
H 3.2859 -6.1772 4.9391
H 2.3804 -7.5604 4.5448
H 1.1592 -4.4018 2.6193
H 2.8192 -4.3706 3.4353
N -4.3857 -1.1263 -3.9724
C -5.3863 -0.2752 -3.8405
N -6.0332 -0.7990 -2.8078
O -5.5361 0.8450 -4.3351
H -4.4776 -2.0011 -3.4762
H -3.5515 -0.9618 -4.5176
H -5.6666 -1.6162 -2.3409
H -6.8524 -0.3513 -2.4224
N -1.3666 3.9134 -5.1764
C -0.3497 4.7205 -5.1496
N -0.7401 5.8771 -5.6531
O 0.7931 4.5585 -4.6965
H -2.2704 4.1885 -5.5337
H -1.1358 2.9657 -4.9143
H 0.0074 6.4358 -6.0393
H -1.6419 5.8728 -6.1079
N 1.8284 5.2606 0.6535
C 1.3466 5.2026 1.8859
N 1.9493 6.0834 2.5763
O 0.2805 4.6418 2.2079
H 1.3283 4.7619 -0.0686
H 2.5112 5.9683 0.4234
H 2.5976 6.7938 2.2678
H 1.6010 6.2653 3.5068
N -0.8774 -2.3859 6.4298
C -1.0369 -2.1071 7.6700
N -2.3052 -2.3285 7.9894
O -0.1733 -1.8336 8.5043
H -1.6888 -2.5278 5.8453
H 0.0711 -2.2753 6.1010
H -2.5230 -2.3723 8.9747
H -2.8932 -2.7051 7.2597
*
```


(5)
Density functional theory data (ωB97M-V/def2-TZVPD) for C40H39BrNO2ReSi as an isolated structure in a non-equilibrium geometry.

The relative energy (zero: lowest compared OMol25 entry of this formula, charge and spin) comes out at 21.9 kcal/mol. The total energy is -4694.390909 Eh. The calculation puts the LUMO energy (alpha / beta) at -0.175 / -0.165 Eh. The value obtained for the HOMO energy (alpha / beta) is -10.87 / -10.97 eV. The maximum force is 4.221 eV Å⁻¹.

```
! wB97M-V def2-TZVPD RIJCOSX def2/J DEFGRID3
* xyz 1 2
Re 0.3647 -0.3729 0.0510
C -0.1492 -0.6480 2.1039
Si -0.4427 -2.5350 2.3179
C -1.4917 -2.8462 0.6949
N -0.8650 -2.1599 -0.4723
C -1.8975 -1.9075 -1.5109
C -2.5819 -3.1824 -2.0072
C -1.5561 -4.2778 -2.3338
C -0.1514 -3.6885 -2.3819
C 0.2113 -3.0386 -1.0462
C 1.1866 -3.4726 2.1051
C 1.1950 -4.8621 1.9902
C 2.3778 -5.5542 1.8067
C 3.5811 -4.8704 1.7401
C 3.5911 -3.4905 1.8494
C 2.4049 -2.8005 2.0283
C -1.3766 -2.8412 3.9240
C -0.9118 -3.7581 4.8650
C -1.5348 -3.8856 6.0937
C -2.6352 -3.1026 6.4058
C -3.1067 -2.1844 5.4807
C -2.4853 -2.0581 4.2542
H 0.6763 -0.3174 2.7400
H -1.0304 -0.1067 2.4502
H -2.4910 -2.4333 0.8293
H -1.6238 -3.9063 0.4795
H -1.4282 -1.4047 -2.3596
H -2.6404 -1.2176 -1.1061
H -3.1569 -2.9186 -2.8940
H -3.2917 -3.5423 -1.2653
H -1.7852 -4.7413 -3.2921
H -1.5861 -5.0675 -1.5812
H -0.0802 -2.9660 -3.1972
H 0.5786 -4.4739 -2.5813
H 1.1407 -2.4626 -1.1895
H 0.4327 -3.8172 -0.3148
H 0.2594 -5.4003 2.0493
H 2.3641 -6.6285 1.7187
H 4.5062 -5.4130 1.6159
H 4.5252 -2.9526 1.8010
H 2.4348 -1.7238 2.1311
H -0.0478 -4.3654 4.6379
H -1.1525 -4.5867 6.8175
H -3.1243 -3.2072 7.3625
H -3.9495 -1.5547 5.7293
H -2.8542 -1.3287 3.5455
C 3.2514 1.3995 -3.4325
C 2.4234 0.3089 -3.2170
C 1.1968 0.4820 -2.5989
C 0.7756 1.7538 -2.1851
C 1.6156 2.8460 -2.4271
C 2.8420 2.6665 -3.0360
C -0.4953 1.9615 -1.5068
C -0.9687 1.1972 -0.4843
C -2.2692 1.5368 0.1139
C -3.0361 0.5704 0.7763
C -4.3075 0.8449 1.2389
C -4.8629 2.1005 1.0541
C -4.1005 3.0879 0.4522
C -2.8211 2.8210 0.0027
H 4.2043 1.2609 -3.9182
H 2.7347 -0.6741 -3.5417
H 0.4955 -0.3507 -2.5506
H 1.3143 3.8300 -2.0942
H 3.4855 3.5151 -3.2079
H -1.0526 2.8206 -1.8602
H -2.6108 -0.4059 0.9260
H -4.8735 0.0725 1.7396
H -5.8689 2.3071 1.3832
H -4.4953 4.0852 0.3345
H -2.2414 3.6285 -0.4180
Br 6.2937 0.8607 4.9499
C 4.7005 1.2742 3.9994
C 3.6702 1.9448 4.6419
C 2.5010 2.2202 3.9514
C 2.3546 1.8217 2.6329
C 3.4019 1.1550 1.9999
C 4.5833 0.8828 2.6777
C 3.2934 0.7185 0.5655
O 4.2748 0.5185 -0.1171
O 2.0799 0.5648 0.1330
H 3.7813 2.2595 5.6672
H 1.7006 2.7468 4.4498
H 1.4459 2.0419 2.0878
H 5.3884 0.3746 2.1670
*
```


(6)
Density functional theory data (ωB97M-V/def2-TZVPD) for C3H5GdLiO4 as an isolated structure in a non-equilibrium geometry.

The total energy is -1189.411716 Eh. The calculation puts the LUMO energy (alpha / beta) at -0.686 / -0.713 Eh. The value obtained for the HOMO energy (alpha / beta) is -27.34 / -22.90 eV. The maximum force is 5.764 eV Å⁻¹.

```
! wB97M-V def2-TZVPD RIJCOSX def2/J DEFGRID3
* xyz 4 9
O -0.5501 0.6030 -0.8243
C 0.7862 0.9092 -0.8039
C -1.4522 1.5664 -0.7443
O 1.5617 -0.0760 -0.6934
O 1.1922 2.0733 -0.8477
C -2.7893 1.2394 -1.2069
Gd 3.6586 1.4177 -0.6373
H -1.0699 2.5763 -0.9405
H -3.5389 1.9830 -0.8351
H -2.6524 0.8417 0.0119
H -2.8955 1.6254 -2.2531
Li 1.2658 -1.9393 -0.4158
O -3.1530 -0.7549 -2.0370
H -4.0348 -0.7254 -2.4589
*
```


(7)
Density functional theory data (ωB97M-V/def2-TZVPD) for a 2-piece molecular cluster, C5H13N overall in a non-equilibrium geometry.

The relative energy (zero: lowest compared OMol25 entry of this formula, charge and spin) comes out at 159.3 kcal/mol. The total energy is -252.809155 Eh. The calculation puts the LUMO energy at -0.028 Eh. The value obtained for the HOMO energy is -6.32 eV. The maximum force is 1.895 eV Å⁻¹.

```
! wB97M-V def2-TZVPD RIJCOSX def2/J DEFGRID3
* xyz 0 1
C 1.9609 -0.9006 0.2510
C 1.7275 0.5698 0.1199
C 0.5459 1.0975 -0.5486
C -0.3926 0.2023 -1.2344
N -1.1327 -0.6304 -0.3362
C -1.1847 -0.2795 1.0806
H 1.5953 -1.2171 1.2301
H 3.0279 -1.0847 0.1712
H 1.4516 -1.5395 -0.4744
H 2.2223 1.1763 0.8654
H 2.1404 0.8776 -0.9059
H -1.0580 0.7875 -1.8875
H 0.4758 2.1372 -0.7837
H -4.1260 -0.4147 0.0298
H 0.2148 -0.4026 -1.9242
H -3.8350 0.2703 -0.0026
H -0.2142 0.0514 1.4636
H -1.9360 0.4806 1.3040
H -1.4832 -1.1815 1.5820
*
```


(8)
Density functional theory data (ωB97M-V/def2-TZVPD) for an isolated molecule of C3H5NO3.

The relative energy (zero: lowest compared OMol25 entry of this formula, charge and spin) comes out at 15.2 kcal/mol. The total energy is -397.812544 Eh. The calculation puts the LUMO energy at 0.030 Eh. Its SMILES is NC(=O)COC=O. The value obtained for the HOMO energy is -10.09 eV. The maximum force is 0.534 eV Å⁻¹.

```
! wB97M-V def2-TZVPD RIJCOSX def2/J DEFGRID3
* xyz 0 1
N 1.1473 1.2017 0.3472
C -0.0518 0.8522 0.8821
O -0.7856 1.6191 1.4760
C -0.4176 -0.6285 0.7190
O -1.0791 -0.8718 -0.5366
C -0.3020 -1.0102 -1.6077
O 0.9009 -0.9052 -1.6323
H 1.5970 0.5838 -0.3152
H 1.3726 2.1854 0.3304
H 0.4598 -1.2769 0.7983
H -1.1540 -0.8766 1.4812
H -0.9235 -1.2437 -2.4823
*
```